(1)
Density functional theory data (ωB97M-V/def2-TZVPD) for a structure of composition C4H12AlFO2 in a non-equilibrium geometry.

Last column: natural (NBO) charge in e.
Cartesian coordinates (Å):
Al1 4.222 6.038 -7.677  2.18
F1 3.410 7.064 -9.407  -0.53
C1 4.683 10.008 -8.402  -0.65
C2 3.940 9.032 -7.483  -0.13
O1 4.498 7.753 -7.309  -0.86
H1 4.983 9.412 -9.264  0.23
H2 5.508 10.502 -7.889  0.24
H3 4.076 10.849 -8.737  0.29
H4 3.057 8.887 -8.105  0.22
H5 3.550 9.576 -6.623  0.25
H6 5.335 7.942 -6.878  0.56
C3 0.255 6.121 -8.936  -0.67
C4 1.132 6.635 -7.837  -0.10
O2 2.459 6.356 -8.026  -0.74
H7 0.252 6.782 -9.802  0.25
H8 -0.779 6.224 -8.604  0.27
H9 0.373 5.066 -9.184  0.25
H10 0.811 6.184 -6.898  0.26
H11 1.053 7.717 -7.731  0.24
H12 2.921 6.712 -8.789  0.41

Summary:
total charge: +2
2S+1: 1
ΔE to the lowest compared entry with this formula, charge and spin: 56.5 kcal/mol
HOMO level: -19.36 eV
gap between HOMO and LUMO: 5.2 eV

=====

(2)
Density functional theory data (ωB97M-V/def2-TZVPD) for a cluster of 4 separate species, C4H12BCl8O3S in total in a non-equilibrium geometry.

Last column: natural (NBO) charge in e.
Cartesian coordinates (Å):
O1 -3.491 2.569 -1.117  -0.92
B1 -2.469 1.572 -1.254  1.34
O2 -2.179 0.601 -0.237  -0.92
O3 -1.681 1.455 -2.490  -0.77
S1 -1.013 2.913 -2.974  0.70
H1 -3.209 3.296 -0.524  0.52
H2 -1.881 1.053 0.587  0.52
H3 -2.000 3.796 -3.398  0.21
H4 -0.151 3.470 -2.043  0.24
C1 -0.556 -0.884 2.890  -0.40
Cl1 -1.169 0.769 2.720  -0.05
Cl2 1.183 -0.952 2.587  -0.01
H5 -0.754 -1.231 3.899  0.24
H6 -1.066 -1.525 2.172  0.23
C2 1.834 0.614 -1.188  -0.43
Cl3 0.226 1.147 -1.727  -0.02
Cl4 2.340 -0.836 -2.056  0.02
H7 2.556 1.409 -1.374  0.23
H8 1.795 0.394 -0.122  0.24
C3 1.484 -2.422 -5.467  -0.40
Cl5 2.768 -3.176 -4.515  -0.02
Cl6 1.479 -3.023 -7.128  -0.01
H9 0.524 -2.649 -5.006  0.22
H10 1.641 -1.345 -5.481  0.21
C4 0.669 -1.412 6.769  -0.40
Cl7 1.905 -0.171 6.530  -0.01
Cl8 0.617 -2.534 5.403  -0.03
H11 0.898 -1.969 7.675  0.23
H12 -0.301 -0.929 6.868  0.22

Summary:
total charge: +1
2S+1: 1
HOMO level: -12.79 eV
gap between HOMO and LUMO: 7.2 eV

=====

(3)
Density functional theory data (ωB97M-V/def2-TZVPD) for a structure of composition C4H12BF4O4Tl in a non-equilibrium geometry.

Last column: natural (NBO) charge in e.
Cartesian coordinates (Å):
Tl1 0.143 1.395 1.043  1.23
B1 2.037 -1.120 3.691  1.32
F1 0.999 -2.050 3.932  -0.36
F2 1.627 -0.412 2.521  -0.54
F3 2.135 -0.256 4.766  -0.37
F4 3.257 -1.712 3.513  -0.39
C1 2.114 -1.348 -0.542  -0.12
C2 0.821 -2.121 -0.297  -0.10
O1 0.000 -1.506 0.686  -0.54
O2 1.781 -0.057 -1.046  -0.59
H1 2.760 -1.837 -1.272  0.24
H2 2.697 -1.337 0.388  0.26
H3 0.932 -3.202 -0.114  0.31
H4 0.194 -2.076 -1.201  0.19
H5 -0.864 -1.957 0.655  0.52
H6 2.119 -0.092 -1.956  0.52
C3 -2.060 1.573 -2.128  -0.10
C4 -2.809 2.454 -1.107  -0.09
O3 -1.869 3.030 -0.199  -0.69
O4 -1.295 0.574 -1.472  -0.66
H7 -1.523 2.182 -2.863  0.24
H8 -2.843 1.053 -2.687  0.22
H9 -3.477 1.824 -0.510  0.23
H10 -3.389 3.230 -1.604  0.24
H11 -2.078 3.978 -0.173  0.53
H12 -1.406 -0.212 -2.026  0.51

Summary:
total charge: +2
2S+1: 1
ΔE to the lowest compared entry with this formula, charge and spin: 47.4 kcal/mol
HOMO level: -17.95 eV
gap between HOMO and LUMO: 2.8 eV

=====

(4)
Density functional theory data (ωB97M-V/def2-TZVPD) for a structure of composition C4H12BNS in a non-equilibrium geometry.

Last column: natural (NBO) charge in e.
Cartesian coordinates (Å):
B1 -0.074 -0.451 0.210  0.66
C1 -0.140 -1.858 0.855  -1.09
C2 1.460 1.625 0.387  -0.42
C3 -0.650 2.266 1.142  -0.42
C4 -0.609 -1.896 -2.223  -0.71
N1 0.335 1.260 1.157  -0.58
S1 -0.116 -0.228 -1.551  0.02
H1 -0.195 -1.996 1.977  0.26
H2 0.598 -2.601 0.356  0.26
H3 -1.055 -2.444 0.517  0.26
H4 1.936 2.368 1.015  0.19
H5 2.021 0.660 0.417  0.19
H6 1.258 1.928 -0.717  0.16
H7 -1.045 2.734 0.220  0.16
H8 -1.633 1.954 1.674  0.19
H9 -0.041 3.092 1.739  0.18
H10 -1.738 -1.886 -2.185  0.23
H11 -0.065 -2.653 -1.708  0.22
H12 -0.246 -1.878 -3.281  0.23

Summary:
2S+1: 1
ΔE to the lowest compared entry with this formula, charge and spin: 43.9 kcal/mol
HOMO level: -8.02 eV
gap between HOMO and LUMO: 8.4 eV

=====

(5)
Density functional theory data (ωB97M-V/def2-TZVPD) for a structure of composition C4H12BrCdNO2Si in a non-equilibrium geometry.

Last column: natural (NBO) charge in e.
Cartesian coordinates (Å):
C1 2.899 0.547 0.028  -0.66
C2 1.751 0.173 1.011  -0.09
O1 0.983 -0.996 0.572  -0.61
C3 0.305 -0.598 -0.667  -0.24
C4 -1.181 -1.246 -0.829  -0.04
O2 -1.969 -1.194 0.292  -0.80
Si1 -2.302 0.410 0.878  1.57
N1 -2.720 1.545 -0.421  -1.25
Br1 -3.846 0.401 2.514  -0.18
H1 3.354 -0.384 -0.353  0.21
H2 3.619 1.200 0.540  0.28
H3 2.528 1.118 -0.847  0.21
H4 1.099 1.049 1.177  0.22
H5 2.210 -0.060 1.985  0.25
H6 0.326 0.494 -0.830  0.31
H7 0.972 -1.033 -1.528  0.15
H8 -1.649 -0.845 -1.749  0.29
H9 -1.039 -2.416 -1.053  -0.03
H10 -1.044 0.894 1.485  -0.23
H11 -2.363 2.459 -0.151  0.42
H12 -2.316 1.267 -1.310  0.37
Cd1 0.381 -2.784 -0.743  1.81

Summary:
total charge: +2
2S+1: 1
HOMO level: -16.51 eV
gap between HOMO and LUMO: 4.3 eV

=====

(6)
Density functional theory data (ωB97M-V/def2-TZVPD) for a structure of composition C4H12ClI2NOPZr in a non-equilibrium geometry.

Last column: natural (NBO) charge in e.
Cartesian coordinates (Å):
I1 -2.977 -1.273 3.486  0.25
I2 -2.979 1.298 3.499  0.25
Zr1 0.091 -0.008 1.312  2.01
P1 0.096 0.002 -1.215  0.72
C1 -1.256 -0.015 -2.391  -0.95
C2 1.114 1.422 -1.711  -0.91
H1 1.952 -1.550 -0.995  0.27
H2 1.442 -1.154 -2.737  0.30
H3 0.552 -2.316 -1.638  0.28
C3 1.138 -1.400 -1.712  -0.91
H4 1.931 1.574 -0.998  0.27
H5 1.415 1.189 -2.740  0.30
H6 -0.778 -0.029 -3.393  0.31
H7 -1.918 0.837 -2.232  0.28
H8 0.519 2.329 -1.618  0.28
H9 -1.922 -0.857 -2.201  0.28
C4 -2.178 0.043 0.256  0.40
O1 -3.318 0.015 0.116  -0.28
Cl1 2.430 -0.051 1.166  -0.31
N1 0.976 -0.019 3.719  -1.16
H10 1.967 -0.020 3.389  0.43
H11 0.861 -0.832 4.343  0.45
H12 0.841 0.815 4.294  0.44

Summary:
total charge: +3
2S+1: 1
HOMO level: -19.64 eV
gap between HOMO and LUMO: 5.2 eV

=====

Copy entry 2 word for word.
Density functional theory data (ωB97M-V/def2-TZVPD) for a cluster of 4 separate species, C4H12BCl8O3S in total in a non-equilibrium geometry.

Last column: natural (NBO) charge in e.
Cartesian coordinates (Å):
O1 -3.491 2.569 -1.117  -0.92
B1 -2.469 1.572 -1.254  1.34
O2 -2.179 0.601 -0.237  -0.92
O3 -1.681 1.455 -2.490  -0.77
S1 -1.013 2.913 -2.974  0.70
H1 -3.209 3.296 -0.524  0.52
H2 -1.881 1.053 0.587  0.52
H3 -2.000 3.796 -3.398  0.21
H4 -0.151 3.470 -2.043  0.24
C1 -0.556 -0.884 2.890  -0.40
Cl1 -1.169 0.769 2.720  -0.05
Cl2 1.183 -0.952 2.587  -0.01
H5 -0.754 -1.231 3.899  0.24
H6 -1.066 -1.525 2.172  0.23
C2 1.834 0.614 -1.188  -0.43
Cl3 0.226 1.147 -1.727  -0.02
Cl4 2.340 -0.836 -2.056  0.02
H7 2.556 1.409 -1.374  0.23
H8 1.795 0.394 -0.122  0.24
C3 1.484 -2.422 -5.467  -0.40
Cl5 2.768 -3.176 -4.515  -0.02
Cl6 1.479 -3.023 -7.128  -0.01
H9 0.524 -2.649 -5.006  0.22
H10 1.641 -1.345 -5.481  0.21
C4 0.669 -1.412 6.769  -0.40
Cl7 1.905 -0.171 6.530  -0.01
Cl8 0.617 -2.534 5.403  -0.03
H11 0.898 -1.969 7.675  0.23
H12 -0.301 -0.929 6.868  0.22

Summary:
total charge: +1
2S+1: 1
HOMO level: -12.79 eV
gap between HOMO and LUMO: 7.2 eV

=====

Q: Among the records above, which one has the highest HOMO level?
A: C4H12BNS